{
  "formula": "C7H15F12HfO17S4",
  "method": "the ωB97M-V functional and the def2-TZVPD basis",
  "total_charge": -1,
  "relative_energy_kcal_mol": 0.00,
  "lumo_ha": 0.06647,
  "e_tot_ev": -119576.0694,
  "elements": ["F", "H", "S", "F", "H", "O", "F", "H", "F", "F", "S", "O", "H", "O", "C", "O", "C", "F", "H", "O", "F", "H", "H", "O", "O", "C", "C", "C", "O", "C", "H", "O", "F", "O", "O", "O", "H", "O", "S", "F", "H", "O", "H", "H", "O", "H", "H", "C", "H", "O", "F", "O", "Hf", "S", "F", "F"],
  "positions_angstrom": [[5.20107, 2.73660, -0.25378], [-1.37322, -0.70389, 3.81528], [1.16615, -2.62914, 2.38545], [-0.78473, -4.19541, 1.48118], [-4.31775, 0.29763, 2.59389], [-0.14865, 2.16241, -0.36099], [-1.87690, -1.42973, -3.96821], [-2.32764, 1.59318, 2.08923], [5.58866, 0.93352, -1.43144], [-0.73080, -1.96413, -5.70296], [3.12184, 1.91828, -1.78834], [2.11083, 1.05296, -1.13709], [-2.49084, 0.54053, 4.38153], [0.50415, -0.56913, -2.47943], [-2.23517, 0.49744, 2.18197], [3.44871, 1.40016, -3.08606], [-0.76133, -1.12388, -4.66913], [4.29788, 0.89801, 0.32999], [0.01553, -3.02104, -0.97075], [1.34915, -2.07341, 3.69268], [-2.82718, 2.44453, -0.32082], [-2.51541, 0.06179, -1.26800], [-3.61095, -1.21569, 1.85529], [0.66296, -1.64871, 1.42519], [1.85844, -0.90061, -4.47763], [-3.58483, -0.12748, 1.89809], [-1.75088, 0.30033, 3.61131], [-2.30730, 3.67381, -0.27034], [2.27391, -3.38481, 1.84829], [4.68935, 1.62436, -0.75780], [-0.93027, 0.98019, 3.86232], [0.84153, -2.81600, -3.41224], [-2.52220, 4.26522, -1.44778], [2.89797, 3.32265, -1.72297], [2.17625, -1.44478, -0.70240], [-0.54969, -2.26622, -0.76442], [-1.66409, 0.57392, -2.44748], [1.45398, 0.89140, 1.58818], [-0.46318, 3.52115, 0.12722], [-2.93522, 4.40294, 0.64910], [-4.01680, 0.26715, 0.96835], [0.19460, 4.52815, -0.64052], [2.24313, 0.43780, 1.91157], [-1.45127, -2.57020, -0.90265], [-1.62430, 0.33004, -1.51552], [2.84002, -1.22507, -1.37113], [2.44449, -2.29106, -0.30991], [-0.25695, -3.81453, 2.66109], [1.08349, 1.35711, 2.34852], [-1.26721, 0.16651, 1.24743], [-0.87615, 0.13132, -5.07807], [-0.35234, 3.69682, 1.55120], [0.34234, -0.07807, -0.23607], [0.79610, -1.39611, -3.66427], [0.12949, -4.92660, 3.27239], [-1.17874, -3.19222, 3.38153]],
  "forces_ev_per_a": [[0.4, 0.2, -0.5], [-0.1, -0.1, -0.2], [0.8, 0.1, 0.6], [-0.2, 0.1, 0.1], [0.1, -0.6, 0.4], [0.0, -0.9, 0.0], [0.1, 0.2, 0.2], [-0.6, 0.0, 0.1], [0.4, 0.1, 0.1], [0.0, 0.4, -0.3], [0.4, 0.2, -1.4], [-0.4, -0.3, 1.0], [-0.3, -0.1, -0.3], [-0.2, 0.4, 0.1], [0.5, 1.3, -0.1], [0.3, -0.3, 0.1], [0.5, -0.9, 0.5], [0.5, -0.4, -0.1], [0.2, 0.2, -0.2], [0.0, 0.0, 0.2], [-0.6, 0.1, 0.2], [0.1, 0.2, 0.4], [0.1, 0.0, 0.3], [-0.2, 0.1, -0.6], [-0.2, 0.3, -0.1], [-0.8, 0.8, -0.4], [0.5, -0.3, 0.7], [1.0, 0.1, 0.0], [-0.3, -0.3, -0.3], [-1.9, -0.2, 0.8], [0.1, 0.0, -0.4], [-0.5, 0.1, 0.5], [0.1, -0.2, -0.1], [-0.2, 0.2, 0.7], [0.4, -0.6, 0.4], [-0.3, 0.0, 0.1], [0.4, -0.1, 0.0], [0.6, -0.1, -0.3], [0.8, 0.7, 0.0], [-0.1, -0.2, 0.2], [0.5, -0.2, -0.3], [-0.4, 0.2, -0.5], [0.0, 0.0, -0.1], [-0.1, 0.2, 0.0], [-0.3, -0.4, 0.0], [-0.3, 0.3, -0.1], [-0.2, 0.1, 0.4], [0.6, 0.4, -0.9], [-0.5, 0.0, -0.3], [2.1, -1.4, -2.6], [0.0, 0.1, -0.2], [-0.5, -0.7, 0.2], [-2.2, 1.7, 1.9], [0.3, -0.2, -0.5], [0.1, 0.1, 0.3], [-0.3, -0.3, 0.0]]
}